The following is a DFT calculation (the ωB97M-V functional and the def2-TZVPD basis) of 15 unconnected molecules or ions with the total composition C6H41NO14 at a distorted geometry.

Geometry as XYZ:
```
62
Properties=species:S:1:pos:R:3:forces:R:3:nbo_charge:R:1
O 1.1377 -2.4546 -1.7450 -0.96 0.53 -3.02 -0.96
O -3.5322 -2.0936 -2.4181 4.56 -2.00 -3.41 -0.97
O -1.3011 2.5170 -3.0196 1.09 1.54 2.93 -0.95
O -0.3930 -3.4722 0.7696 0.46 2.14 -0.94 -1.00
O -3.8027 1.4704 2.4256 -1.63 2.10 -0.36 -0.94
O 3.9179 -0.2927 -2.8715 -0.54 -0.29 0.95 -0.96
O 0.6500 1.8247 -4.3887 -1.08 5.83 -4.68 -0.95
O 1.0181 0.3610 -2.4197 0.48 0.54 2.46 -0.99
O -3.2508 -1.7985 2.2697 -3.62 3.55 1.23 -0.98
O 1.1768 -2.6561 2.7882 3.85 1.55 1.37 -0.99
O -1.6743 -0.0689 -2.2919 0.50 -2.90 3.59 -1.03
O -2.9532 -3.7065 0.5725 -0.49 -0.07 -3.46 -0.98
O -1.7426 -0.6840 4.2009 0.30 -2.50 -0.89 -0.96
O 3.2629 -1.1117 1.9990 -2.42 -4.91 4.12 -0.94
N 3.6692 0.9835 0.0333 1.34 0.91 -1.70 -0.87
C 0.6221 3.0121 0.5261 0.80 -0.61 1.64 -0.40
C 0.1242 1.5691 0.9710 -0.21 1.37 1.57 -0.46
C -1.2998 1.2065 0.7560 -1.72 -0.62 0.00 -0.14
C -1.7626 -0.0654 0.7930 2.17 1.75 -0.32 -0.48
C 2.1998 3.2030 0.3559 -0.30 -1.04 -1.00 -0.44
C 3.0745 2.0340 0.8603 1.21 -0.56 3.58 -0.25
H -1.0814 -0.8872 1.0002 -0.11 -0.08 -0.19 0.21
H 2.2855 4.2089 0.7653 1.18 -0.34 0.45 0.23
H 0.2210 1.1404 -4.7847 -1.37 -3.26 -1.18 0.47
H 3.0074 0.0272 -3.0815 0.93 -0.54 0.63 0.49
H 1.9022 -2.1623 2.2695 -1.49 -0.73 1.39 0.49
H 0.2325 1.3826 2.0918 0.62 0.43 -1.37 0.24
H -3.7701 -1.3855 -1.9211 -1.51 3.38 2.42 0.46
H -1.8078 0.1807 4.4943 0.01 2.70 1.02 0.47
H 0.6093 0.7881 0.4470 1.37 -0.76 -0.24 0.19
H 3.8787 -1.8450 1.9830 0.25 -0.10 0.08 0.48
H 0.3445 3.7850 1.3309 -0.08 -1.28 -1.36 0.21
H 2.9972 0.6553 -0.6380 -0.03 -0.21 -0.55 0.35
H -3.2044 0.7606 2.3655 1.35 -1.08 -0.46 0.47
H -1.2684 -3.5144 0.3675 -0.85 0.15 0.25 0.51
H -1.6864 0.8172 -2.5892 0.34 2.06 -0.19 0.50
H 2.6106 3.2821 -0.6766 -1.13 0.22 0.08 0.21
H 0.9050 -2.6447 -0.8687 -0.58 -0.65 2.47 0.49
H -0.8357 -0.8274 3.8950 -0.06 0.03 0.15 0.50
H 3.9774 2.3319 1.4275 -0.49 0.85 -0.25 0.21
H -3.7797 1.9446 1.5617 -0.04 -0.77 1.12 0.47
H -0.3469 2.8296 -2.9309 -2.08 -0.74 -0.31 0.49
H -2.4766 -2.2488 2.4725 2.38 -0.76 1.21 0.48
H 0.8535 0.7476 -1.5102 0.20 -0.50 -1.64 0.47
H -3.2793 -3.3025 -0.3044 0.56 -0.96 1.64 0.50
H 0.1933 3.2663 -0.4156 -0.81 0.34 -0.55 0.21
H 0.2918 -2.6459 -2.2378 1.33 0.16 0.63 0.48
H -3.4179 -3.2032 1.2234 -0.72 0.69 0.81 0.50
H 1.0098 -0.5895 -2.2302 0.03 -0.47 -0.03 0.51
H 4.5527 1.2919 -0.5135 -2.25 -0.49 1.09 0.38
H 3.5922 -0.4937 1.4827 2.57 5.02 -4.41 0.49
H -2.7720 -0.2641 0.6022 -1.13 -0.41 -0.10 0.23
H -2.0684 1.9865 0.6798 0.63 -0.03 -0.36 0.19
H -3.3894 -1.0057 2.9469 0.85 -3.24 -1.83 0.52
H -0.2203 -4.3561 0.9710 0.69 -2.27 0.64 0.48
H 1.1547 1.5981 -3.7143 3.25 -2.45 4.41 0.48
H -1.3837 -0.0817 -1.2705 -1.15 0.47 -3.44 0.49
H 2.5955 1.4471 1.6962 -0.24 0.79 -0.83 0.19
H 3.8795 -0.7691 -1.9953 -0.26 0.73 -1.60 0.47
H 0.5252 -2.7499 2.1633 -2.66 -0.62 -2.33 0.47
H -2.6107 -1.6623 -2.7879 -3.19 -1.46 1.26 0.50
H -1.3610 2.3900 -3.9335 -0.09 -0.12 -2.16 0.48
```
Forces are in eV/Å.

Results
HOMO-LUMO gap in eV: 10.27
ΔE to the lowest compared entry with this formula, charge and spin in kcal/mol: 149.4
Net charge: 0
Highest occupied orbital energy in eV: -10.213



The following is a DFT calculation (the ωB97M-V functional and the def2-TZVPD basis) of 2 unconnected molecules or ions with the total composition C3H6FNO2 at a distorted geometry.

Geometry as XYZ:
```
13
Properties=species:S:1:pos:R:3:forces:R:3:nbo_charge:R:1
F -2.3182 1.2926 0.6070 -0.10 -0.18 -0.56 -0.30
O 0.2121 -0.9272 0.3334 1.31 2.07 -0.42 -0.58
O 1.0696 1.1227 -0.4242 1.07 0.06 0.36 -0.50
N -2.2559 0.6117 -0.6498 0.99 1.12 1.08 0.07
C 2.4805 0.9105 0.0325 0.13 3.12 -0.23 -0.27
C -2.5933 -0.7052 -0.3523 -0.42 -2.56 0.98 -0.55
C 0.2407 0.1908 -0.1187 -2.02 -1.67 -0.25 0.82
H -1.7807 -1.3787 0.0744 -0.46 1.04 -0.65 0.25
H 3.1349 0.7453 -0.8449 -0.47 0.41 0.63 0.21
H -3.3945 -0.8628 0.3978 0.10 0.73 -0.34 0.22
H -2.9413 -1.1490 -1.2773 0.05 -0.15 -0.33 0.22
H 2.7781 1.7692 0.7634 -0.52 -1.20 -1.92 0.21
H 2.3960 0.0934 0.6251 0.34 -2.79 1.63 0.19
```
Forces are in eV/Å.

Results
HOMO-LUMO gap (spin up / spin down) in eV: 9.53 / 8.29
ΔE to the lowest compared entry with this formula, charge and spin in kcal/mol: 146.6
Net charge: 0
Highest occupied orbital energy (spin up / spin down) in eV: -9.478 / -8.364



The following is a DFT calculation (the ωB97M-V functional and the def2-TZVPD basis) of a gas-phase ion, C2H2N3S3 (charge -1) at a distorted geometry.

Geometry as XYZ:
```
10
Properties=species:S:1:pos:R:3:forces:R:3:nbo_charge:R:1
S -4.1993 0.1498 -0.5885 -0.47 -0.06 -0.23 -0.32
S -2.2298 -2.0093 0.6836 -0.03 -0.29 0.18 -0.19
S -0.8134 2.2199 0.6204 1.37 -0.10 0.29 0.38
N -0.3579 -0.3364 0.3359 0.10 -0.40 -0.17 -0.45
N 0.4676 0.8002 0.1893 -2.79 2.09 0.04 -0.54
N -2.4349 1.8684 0.2053 2.22 -0.93 -0.05 -0.62
C -1.7116 -0.4847 0.2882 1.07 -1.19 0.50 0.05
C -2.6915 0.5953 0.0114 -0.96 0.92 -0.62 -0.04
H 0.1204 -1.1532 0.7084 -0.21 0.25 -0.12 0.39
H 0.6441 0.9647 -0.8086 -0.29 -0.30 0.17 0.34
```
Forces are in eV/Å.

Results
HOMO-LUMO gap in eV: 6.54
ΔE to the lowest compared entry with this formula, charge and spin in kcal/mol: 7.3
Net charge: -1
Highest occupied orbital energy in eV: -3.302



The following is a DFT calculation (the ωB97M-V functional and the def2-TZVPD basis) of a molecular structure, C4H5N at a distorted geometry.

Geometry as XYZ:
```
10
Properties=species:S:1:pos:R:3:forces:R:3:nbo_charge:R:1
N 2.0173 0.3085 0.0808 0.40 -1.97 0.56 -0.57
C -1.6942 0.3503 0.0191 -0.67 -2.12 -0.46 -0.46
C -1.5110 -0.9328 -0.0707 -0.85 -0.54 0.40 -0.07
C 0.7134 -0.0015 0.4235 -3.59 5.28 -1.20 -0.15
C -0.2894 0.1388 -0.5291 0.93 -0.05 0.43 -0.27
H -2.6045 0.8442 -0.2606 0.32 1.11 -0.01 0.26
H 1.5173 -0.9144 0.2818 2.70 0.22 -0.28 0.44
H 0.2604 0.2347 1.3691 0.62 -0.76 1.06 0.24
H 0.0079 0.2910 -1.5521 -0.10 -0.11 -0.41 0.22
H 2.4622 0.6539 0.9437 0.25 -1.04 -0.08 0.36
```
Forces are in eV/Å.

Results
HOMO-LUMO gap in eV: 7.18
ΔE to the lowest compared entry with this formula, charge and spin in kcal/mol: 192.2
Net charge: 0
Highest occupied orbital energy in eV: -8.326